Computed, not measured: a structure of composition C24H48Br14NO7P, with ωB97M-V/def2-TZVPD.

- Highest occupied orbital energy: -9.4990 eV
- Charge: 0
- LUMO: 0.38 eV

Last column: Löwdin charge in e.
Element x y z (Å)
C1 1.95576 -2.52735 1.48211  -0.081
C2 2.26359 -1.02039 1.15146  -0.675
O1 2.96570 -0.26963 1.77933  -0.217
O2 1.63026 -0.48900 0.03490  0.020
C3 0.31039 -0.23257 0.21197  -0.504
O3 -0.23720 -0.47389 1.23540  0.146
C4 -0.33985 0.33542 -1.02689  -0.103
O4 -0.81088 1.66646 -0.84129  -0.133
P1 -2.08877 1.90192 0.11055  0.377
O5 -2.91430 2.96370 -0.46841  -0.226
O6 -1.51384 2.31487 1.52180  -0.185
C5 -2.15461 3.47289 2.16141  -0.315
N1 -3.52649 3.32868 2.47871  0.048
O7 -2.78327 0.48853 0.15994  -0.160
C6 -3.45028 0.07293 1.37063  -0.188
C7 -3.48647 -1.45707 1.40248  -0.151
C8 -4.80756 -2.08509 0.89700  -0.379
C9 -4.64470 -2.52902 -0.56802  -0.066
C10 -5.15953 -3.31166 1.77704  -0.120
H1 2.55387 -3.25620 0.98146  0.021
H2 2.02918 -2.60403 2.56157  0.096
H3 0.90525 -2.64196 1.20876  0.080
H4 0.43883 0.38512 -1.78491  0.138
H5 -1.09481 -0.33825 -1.42492  0.138
H6 -1.61149 3.61287 3.09557  0.024
H7 -1.98837 4.37228 1.57811  0.121
H8 -4.13245 3.56492 1.70715  0.076
H9 -3.75475 2.43822 2.88925  0.068
H10 -4.47431 0.44277 1.37193  0.123
H11 -2.92924 0.40338 2.26369  0.108
H12 -3.37274 -1.72964 2.45262  0.107
H13 -2.61451 -1.85829 0.89242  0.110
H14 -5.59253 -1.33800 0.99536  0.123
H15 -4.86805 -1.69852 -1.23761  0.081
H16 -5.35148 -3.32501 -0.79028  0.021
H17 -3.63536 -2.88731 -0.75676  0.078
H18 -5.28379 -4.19233 1.14625  0.000
H19 -4.36459 -3.55464 2.47817  0.069
H20 -6.10490 -3.17477 2.29652  0.048
Br1 -7.54269 -4.46007 -2.69479  0.653
C11 -8.21752 -6.03829 -1.78217  -0.684
C12 -8.96610 -5.67352 -0.52920  -0.682
Br2 -7.75633 -5.17437 0.91034  0.708
H21 -7.36432 -6.68123 -1.59437  0.051
H22 -8.88352 -6.52096 -2.49364  0.057
H23 -9.52074 -6.53231 -0.15780  0.057
H24 -9.64491 -4.83923 -0.67081  0.051
Br3 2.08515 2.07518 1.31546  0.937
C13 1.64255 3.92016 0.85858  -0.650
C14 2.73860 4.56123 0.05236  -0.689
Br4 4.26322 5.04834 1.16153  0.601
H25 1.44607 4.44618 1.78463  -0.028
H26 0.72626 3.86446 0.27145  0.054
H27 2.39539 5.49547 -0.38592  0.057
H28 3.11641 3.91086 -0.72984  0.048
Br5 0.23348 5.06839 4.16368  0.739
C15 -0.23730 6.40332 5.49719  -0.672
C16 -1.26567 7.36946 4.97392  -0.698
Br6 -0.48211 8.65988 3.74912  0.610
H29 0.68555 6.88870 5.79595  0.051
H30 -0.63871 5.84035 6.33658  0.059
H31 -1.67904 7.95932 5.78861  0.057
H32 -2.06991 6.87543 4.43882  0.050
Br7 4.48146 -1.90146 1.08093  1.072
C17 6.14050 -2.88123 0.65201  -0.592
C18 7.05214 -2.94225 1.84700  -0.691
Br8 7.94281 -1.24103 2.16229  0.652
H33 6.59057 -2.38438 -0.20150  0.041
H34 5.83841 -3.88723 0.36219  0.063
H35 7.85415 -3.65615 1.67690  0.018
H36 6.53128 -3.19435 2.76544  0.050
Br9 10.01491 -3.54392 -0.46981  0.628
C19 9.93734 -1.64058 -0.88077  -0.728
C20 11.11038 -1.19265 -1.70355  -0.732
Br10 12.72370 -1.02848 -0.62680  0.608
H37 9.86150 -1.12308 0.06771  -0.010
H38 9.01432 -1.50695 -1.44141  0.050
H39 10.92561 -0.19858 -2.09933  -0.034
H40 11.34510 -1.86969 -2.51806  0.048
Br11 -9.92979 -0.98511 -3.00682  0.593
C21 -9.88697 -1.00598 -4.95116  -0.697
C22 -8.81305 -1.92136 -5.47369  -0.707
Br12 -7.04627 -1.12590 -5.30353  0.600
H41 -9.75870 0.02142 -5.27434  0.049
H42 -10.86882 -1.36144 -5.25506  0.056
H43 -8.94810 -2.09471 -6.53889  0.057
H44 -8.78224 -2.87284 -4.95292  0.000
Br13 8.96945 1.87422 -1.95151  0.665
C23 9.60913 2.79536 -3.54059  -0.681
C24 9.24764 2.05440 -4.79926  -0.690
Br14 10.38434 0.50034 -5.07499  0.635
H45 10.67909 2.92603 -3.41851  0.054
H46 9.12190 3.76739 -3.52160  0.058
H47 9.40923 2.68576 -5.66972  0.058
H48 8.22353 1.69729 -4.79484  0.050